# 1
Density functional theory data (ωB97M-V/def2-TZVPD) for C3H8AgO3 as an isolated structure at a distorted geometry.

As for the expectation value of S²: 0.7552. The value obtained for the energy is -491.5852 a.u. As for the HOMO energy (alpha / beta): -0.284 / -0.291 Ha. Its relative energy (zero: lowest compared OMol25 entry of this formula, charge and spin) is 54.31 kJ/mol. The frontier orbital gap (alpha / beta) is 7.6 / 7.0 eV. The value obtained for the strongest force on any atom is 5.9 eV Å⁻¹.

```
! wB97M-V def2-TZVPD RIJCOSX def2/J DEFGRID3
* xyz 0 2
O 0.742 -1.845 0.545
C 1.084 -0.913 1.518
C 0.407 0.448 1.340
O 0.770 1.040 0.107
C -0.269 1.214 -0.877
H 2.180 -0.735 1.541
H 0.803 -1.268 2.532
H 0.734 1.137 2.135
H -0.689 0.312 1.423
H 0.154 1.901 -1.627
H -1.519 0.407 -2.236
H -1.223 1.498 -0.394
Ag 0.247 -1.147 -1.157
O -1.294 -0.784 -2.413
H -2.126 -1.263 -2.439
*
```



# 2
Density functional theory data (ωB97M-V/def2-TZVPD) for a 2-piece molecular cluster, C3H8BN2O2 overall at a distorted geometry.

The value obtained for the energy is -403.6346 a.u. As for the HOMO energy: -0.482 Ha. Its relative energy (zero: lowest compared OMol25 entry of this formula, charge and spin) is 13.92 kJ/mol. The frontier orbital gap is 8.5 eV. The value obtained for the strongest force on any atom is 5.0 eV Å⁻¹.

```
! wB97M-V def2-TZVPD RIJCOSX def2/J DEFGRID3
* xyz 1 1
B -0.278 1.770 0.005
C 1.913 0.013 0.116
C -0.928 -1.552 -0.413
C 0.684 0.546 0.202
N -2.020 -1.612 0.220
N 2.260 -1.266 0.083
O 0.496 2.821 -0.269
O -1.640 1.609 0.112
H 2.538 0.938 0.385
H -0.823 -2.276 -1.241
H -2.734 -2.471 0.362
H -2.045 -0.972 1.012
H 3.329 -1.509 0.229
H 1.537 -1.899 -0.215
H -0.052 3.596 -0.574
H -2.237 2.266 -0.016
*
```



# 3
Density functional theory data (ωB97M-V/def2-TZVPD) for a 2-piece molecular cluster, C3H8BNO2 overall at a distorted geometry.

The value obtained for the energy is -349.1520 a.u. As for the HOMO energy (alpha / beta): -0.255 / -0.279 Ha. Its relative energy (zero: lowest compared OMol25 entry of this formula, charge and spin) is 358.67 kJ/mol. The frontier orbital gap (alpha / beta) is 7.2 / 8.0 eV. The value obtained for the strongest force on any atom is 3.0 eV Å⁻¹.

```
! wB97M-V def2-TZVPD RIJCOSX def2/J DEFGRID3
* xyz 0 1
B -1.573 -0.065 -0.033
C 1.183 -0.437 0.094
C 2.077 0.671 -0.059
C -0.918 0.436 -1.308
N 1.130 -1.487 0.686
O -1.500 0.932 1.010
O -2.101 -1.323 0.171
H 3.032 0.621 0.404
H 2.366 0.987 -1.046
H 1.447 1.486 0.244
H -0.579 1.470 -1.454
H -0.800 -0.182 -2.247
H 0.714 -2.370 0.762
H -1.873 0.486 1.813
H -2.603 -1.224 0.962
*
```



> Which value of strongest force on any atom does entry 2 give?

5.0 eV Å⁻¹



> What is the relative energy (zero: lowest compared OMol25 entry of this formula, charge and spin) in the second record?

13.92 kJ/mol